A gas-phase ion, C7H13N2O (charge +1) at a distorted geometry, computed with ωB97M-V with the def2-TZVPD basis set.

Computed properties:
- Energy above the lowest of the compared OMol25 structures with the same formula, charge and spin: 76.52 kcal/mol
- HOMO level: -14.0468 eV
- Total charge: +1
- HOMO-LUMO gap: 10.928 eV
- E_LUMO: -3.118 eV
- Spin multiplicity: 1

```
23
Properties=species:S:1:pos:R:3:forces:R:3:mulliken_charge:R:1
C -3.076353 0.151644 0.981275 3.4 -0.7 -1.2 -1.14
C -1.909116 0.441694 0.020151 0.8 0.3 0.8 1.05
N -1.090821 1.398767 0.164098 2.0 0.5 -2.0 -0.64
C 0.206049 1.206244 -0.951121 -3.4 1.4 0.0 -0.06
O 1.421344 1.332808 -0.448963 0.0 1.1 -0.4 -0.31
C 1.563096 0.350137 0.518156 1.0 -1.1 2.3 0.56
C 3.066291 0.160459 0.795889 -1.7 -1.9 1.7 -1.43
C 0.941838 -0.941493 -0.127210 0.5 0.1 0.9 -0.89
N 0.039549 -0.302376 -1.099222 -2.3 -0.7 -0.1 0.08
C -1.457597 -0.647278 -0.939210 0.7 2.1 -2.0 -0.99
H -3.026132 0.732760 1.876441 0.1 0.2 0.5 0.33
H -2.873261 -0.912571 1.077115 -0.7 -0.2 1.0 0.34
H -3.965822 0.263485 0.485999 -2.4 0.3 -1.1 0.36
H 0.133213 1.873989 -1.951813 -0.4 -1.8 2.4 0.35
H 0.900162 0.699590 1.463367 1.7 -1.1 -1.9 0.34
H 3.706078 -0.029381 -0.040545 -0.1 0.2 -0.9 0.38
H 3.113259 -0.807841 1.390650 0.2 1.3 -0.2 0.36
H 3.409439 0.992365 1.363031 0.6 0.5 0.5 0.38
H 1.590801 -1.671575 -0.677244 -0.1 1.1 0.5 0.37
H 0.420598 -1.545941 0.617291 -0.3 0.3 -0.1 0.31
H 0.446676 -0.532203 -1.962284 -0.1 -0.6 -2.0 0.42
H -1.615292 -1.625267 -0.621292 0.2 -1.7 0.8 0.44
H -1.943988 -0.588006 -1.934565 0.3 0.2 0.5 0.37
```
Positions in Å, forces in eV/Å.